(1)
Formula: C16H20F5MoN8O4S
Source: the OMol25 dataset
Level of theory: wB97M-V/def2-TZVPD

Output
Orbital gap (spin up / spin down), eV: 7.5 / 7.5
LUMO energy (spin up / spin down), eV: -4.23 / -4.23
E_HOMO (spin up / spin down), eV: -11.76 / -11.76

ORCA input file:
```
! wB97M-V def2-TZVPD RIJCOSX def2/J DEFGRID3
* xyz 1 1
Mo -0.92 -0.87 -0.07
N -2.80 1.99 1.26
N -3.10 2.25 -0.08
C -2.46 1.66 -1.11
O -2.72 1.88 -2.27
O -1.51 0.78 -0.80
H -3.64 1.67 1.74
H -2.47 2.83 1.71
H -3.79 2.94 -0.33
F -3.27 -0.20 6.18
C -3.19 -0.56 4.91
C -2.09 -0.20 4.15
F -1.11 0.52 4.68
C -2.05 -0.60 2.84
F -0.94 -0.22 2.10
C -3.03 -1.34 2.22
S -2.89 -1.85 0.52
C -4.12 -1.69 3.00
F -5.11 -2.40 2.48
C -4.21 -1.31 4.33
F -5.26 -1.66 5.06
C -0.57 -3.01 -3.97
C -0.54 -2.55 -2.56
N -1.04 -1.42 -2.17
O -1.63 -0.70 -3.16
C 0.10 -3.28 -1.46
C 0.87 -4.55 -1.55
N -0.09 -2.58 -0.41
O 0.20 -2.43 0.85
H -0.05 -2.28 -4.60
H -1.59 -3.06 -4.33
H -0.09 -3.98 -4.08
H -1.87 0.18 -2.80
H 0.28 -5.32 -2.04
H 1.15 -4.89 -0.56
H 1.78 -4.40 -2.14
C 4.02 3.21 -1.81
C 4.20 3.00 -0.32
C 3.11 3.69 0.48
C 4.33 1.52 0.05
N 3.13 0.75 -0.30
C 1.99 0.59 0.36
N 1.18 -0.13 -0.39
N 1.86 -0.41 -1.53
N 3.02 0.12 -1.48
H 4.05 4.27 -2.05
H 3.06 2.82 -2.15
H 4.80 2.71 -2.39
H 5.17 3.43 -0.02
H 2.11 3.35 0.18
H 3.13 4.77 0.31
H 3.22 3.53 1.56
H 4.49 1.38 1.11
H 5.14 1.05 -0.50
H 1.78 0.97 1.34
*
```

Löwdin atomic charge list, values in e, 2 entries:
1. Mo 1.469
2. N 0.057

(2)
Formula: C16H20FI2N2O2PW
Source: the OMol25 dataset
Level of theory: wB97M-V/def2-TZVPD

Output
Orbital gap (spin up / spin down), eV: 6.6 / 6.6
LUMO energy (spin up / spin down), eV: -6.89 / -6.90
E_HOMO (spin up / spin down), eV: -13.53 / -13.53

ORCA input file:
```
! wB97M-V def2-TZVPD RIJCOSX def2/J DEFGRID3
* xyz 2 3
W -5.89 -15.31 -5.83
I -2.75 -10.38 -0.55
C -3.89 -11.73 -1.80
C -5.16 -11.35 -2.26
C -5.84 -12.06 -3.20
I -7.63 -11.34 -3.72
C -5.37 -13.21 -3.80
O -6.09 -13.81 -4.77
C -4.08 -13.57 -3.39
C -3.48 -14.79 -4.06
N -4.45 -15.86 -4.20
C -3.89 -17.15 -4.54
C -4.88 -18.02 -5.17
C -4.76 -19.38 -5.15
C -5.81 -20.19 -5.80
C -6.86 -19.63 -6.43
C -6.98 -18.23 -6.32
N -6.01 -17.43 -5.77
C -3.35 -12.89 -2.41
H -5.56 -10.47 -1.80
H -2.59 -15.01 -3.44
H -3.04 -14.66 -5.13
H -5.12 -15.91 -3.41
H -3.44 -17.62 -3.67
H -3.08 -16.93 -5.23
H -3.80 -19.70 -4.79
H -5.70 -21.31 -5.78
H -7.66 -20.12 -7.02
H -7.80 -17.66 -6.72
H -2.40 -13.38 -2.12
C -9.51 -15.28 -8.72
P -8.84 -14.30 -7.40
C -9.82 -13.88 -5.96
C -8.43 -12.69 -7.97
O -7.63 -15.15 -6.83
H -10.49 -14.88 -9.02
H -9.58 -16.29 -8.48
H -8.74 -15.17 -9.44
H -10.64 -13.24 -6.29
H -9.25 -13.12 -5.42
H -10.18 -14.80 -5.42
H -9.35 -12.20 -8.26
H -7.73 -12.72 -8.82
H -7.89 -12.15 -7.16
F -4.57 -15.52 -7.13
*
```

Löwdin atomic charge list, values in e, 2 entries:
1. W 1.781
2. I 0.892

(3)
Formula: C16H20FeNO4
Source: the OMol25 dataset
Level of theory: wB97M-V/def2-TZVPD

Output
Orbital gap (spin up / spin down), eV: 5.0 / 2.9
LUMO energy (spin up / spin down), eV: -3.18 / -6.81
E_HOMO (spin up / spin down), eV: -8.13 / -9.73

ORCA input file:
```
! wB97M-V def2-TZVPD RIJCOSX def2/J DEFGRID3
* xyz 1 5
C 1.17 -2.23 3.08
C 0.18 -2.33 1.99
C -0.63 -1.32 1.66
N -1.46 -1.29 0.52
C -2.27 -0.08 0.31
C -3.32 -0.29 -0.79
O -2.73 -0.78 -1.98
C -2.11 -2.04 -1.77
C -1.00 -1.95 -0.73
H 1.67 -3.18 3.26
H 1.93 -1.49 2.83
H 0.69 -1.92 4.01
H 0.13 -3.24 1.41
H -0.62 -0.43 2.26
H -2.75 0.18 1.26
H -1.60 0.74 0.05
H -4.09 -1.00 -0.47
H -3.84 0.65 -1.04
H -2.88 -2.75 -1.46
H -1.73 -2.38 -2.74
H -0.15 -1.38 -1.12
H -0.62 -2.95 -0.49
O 3.88 3.97 5.08
C 4.47 3.26 4.41
Fe 5.35 2.09 3.24
C 6.91 3.16 3.22
O 7.85 3.80 3.18
C 6.05 1.07 4.68
O 6.46 0.44 5.53
C 3.72 0.80 2.82
C 3.39 2.16 2.20
C 4.52 2.80 1.41
C 5.68 2.08 1.12
C 5.87 0.76 1.64
C 4.89 0.14 2.48
H 2.99 0.34 3.50
H 2.57 1.98 1.48
H 2.93 2.86 2.93
H 4.39 3.81 1.01
H 6.46 2.55 0.52
H 6.79 0.22 1.40
H 5.09 -0.85 2.90
*
```

Löwdin atomic charge list, values in e, 2 entries:
1. C -0.039
2. C -0.031

(4)
Formula: C16H20N2O
Source: the OMol25 dataset
Level of theory: wB97M-V/def2-TZVPD

Output
Orbital gap, eV: 8.9
LUMO energy, eV: 0.54
E_HOMO, eV: -8.37

ORCA input file:
```
! wB97M-V def2-TZVPD RIJCOSX def2/J DEFGRID3
* xyz 0 1
O -0.41 -0.53 -0.88
C -1.04 0.32 -0.29
N -1.16 1.47 -0.85
N -1.07 1.89 -2.31
C -0.19 1.60 -3.13
C 1.29 1.08 -2.75
C 1.45 -0.14 -3.49
C 2.69 -1.18 -3.06
C 3.90 -0.23 -3.08
C 3.72 1.18 -3.05
C 2.66 1.81 -3.10
H 2.39 2.13 -4.25
H 2.31 2.77 -2.57
H 4.74 1.78 -3.02
H 4.81 -0.71 -3.02
H 2.63 -1.33 -2.00
H 2.79 -1.80 -3.66
H 1.47 -0.07 -4.53
H 0.58 -1.11 -3.12
H 1.48 0.87 -1.59
H -0.10 1.91 -4.14
H -1.61 2.29 -0.56
C -1.40 0.29 1.05
C -0.81 -0.76 1.82
C -1.59 -1.30 3.06
C -1.16 -0.40 4.30
C -1.93 -0.35 5.39
C -2.86 -1.30 5.63
C -3.41 -1.70 4.42
C -2.83 -1.67 3.28
H -3.15 -2.35 2.40
H -4.43 -2.48 4.44
H -3.44 -1.26 6.56
H -1.47 0.11 6.24
H -0.25 0.25 4.10
H 0.27 -0.83 2.04
H -1.17 -1.94 1.14
H -2.49 0.41 1.04
H -1.25 1.23 1.52
*
```

Löwdin atomic charge list, values in e, 2 entries:
1. O 0.062
2. C -0.603

(5)
Formula: C16H20N2O4S3
Source: the OMol25 dataset
Level of theory: wB97M-V/def2-TZVPD

Output
Orbital gap, eV: 9.1
SMILES: O=S(=O)(Nc1ccc(S(=O)(=O)N2CCCCCC2)cc1)c1cccs1
LUMO energy, eV: 0.19
E_HOMO, eV: -8.91

ORCA input file:
```
! wB97M-V def2-TZVPD RIJCOSX def2/J DEFGRID3
* xyz 0 1
O 5.12 -4.22 0.05
S 3.94 -3.63 -0.49
O 3.82 -3.42 -1.89
N 3.80 -2.15 0.32
C 2.58 -1.50 0.40
C 2.22 -0.80 1.56
C 0.99 -0.17 1.63
C 0.12 -0.25 0.56
S -1.46 0.59 0.63
O -1.70 0.98 1.99
O -2.44 -0.22 -0.04
N -1.18 1.93 -0.29
C -1.64 1.99 -1.65
C -2.43 3.27 -1.97
C -3.31 3.74 -0.81
C -2.57 4.65 0.17
C -1.60 3.93 1.09
C -0.57 3.07 0.34
C 0.47 -0.92 -0.59
C 1.70 -1.55 -0.68
C 2.50 -4.49 0.06
C 1.44 -4.91 -0.68
C 0.44 -5.52 0.10
C 0.76 -5.53 1.43
S 2.29 -4.82 1.74
H 4.38 -2.11 1.14
H 2.91 -0.76 2.39
H 0.68 0.35 2.52
H -2.29 1.12 -1.78
H -0.79 1.90 -2.34
H -3.04 3.07 -2.85
H -1.73 4.08 -2.23
H -3.70 2.87 -0.28
H -4.16 4.29 -1.22
H -3.31 5.17 0.79
H -2.04 5.42 -0.40
H -2.14 3.27 1.76
H -1.06 4.66 1.69
H 0.17 2.69 1.05
H -0.05 3.65 -0.42
H -0.23 -0.96 -1.41
H 2.00 -2.07 -1.57
H 1.40 -4.79 -1.75
H -0.47 -5.92 -0.30
H 0.18 -5.93 2.24
*
```

Löwdin atomic charge list, values in e, 2 entries:
1. O -0.283
2. S 0.604

(6)
Formula: C16H20N2O5
Source: the OMol25 dataset
Level of theory: wB97M-V/def2-TZVPD

Output
Orbital gap, eV: 9.0
SMILES: CCOC(=O)c1ccc(NC(=O)C(=O)NC[C@@H]2CCCO2)cc1
LUMO energy, eV: 0.21
E_HOMO, eV: -8.82

ORCA input file:
```
! wB97M-V def2-TZVPD RIJCOSX def2/J DEFGRID3
* xyz 0 1
C -8.03 -1.68 -1.06
C -6.98 -2.74 -0.75
O -5.66 -2.20 -0.79
C -5.23 -1.57 0.31
O -5.89 -1.45 1.31
C -3.86 -1.03 0.15
C -3.14 -1.17 -1.04
C -1.87 -0.65 -1.14
C -1.28 0.01 -0.06
N 0.00 0.51 -0.22
C 0.79 1.18 0.65
O 0.54 1.51 1.79
C 2.14 1.50 0.00
O 2.37 1.18 -1.15
N 2.94 2.19 0.81
C 4.33 2.43 0.52
C 5.22 1.35 1.18
C 6.63 1.36 0.58
C 6.48 0.43 -0.64
C 5.19 -0.36 -0.35
O 4.73 0.05 0.93
C -2.00 0.14 1.13
C -3.27 -0.37 1.23
H -8.01 -0.90 -0.30
H -9.01 -2.13 -1.08
H -7.82 -1.22 -2.03
H -6.99 -3.53 -1.50
H -7.16 -3.16 0.25
H -3.59 -1.68 -1.88
H -1.31 -0.76 -2.06
H 0.46 0.35 -1.12
H 2.61 2.29 1.77
H 4.62 3.42 0.87
H 4.43 2.38 -0.57
H 5.21 1.48 2.26
H 7.34 0.94 1.29
H 6.96 2.36 0.31
H 6.37 1.01 -1.56
H 7.34 -0.23 -0.75
H 5.36 -1.44 -0.29
H 4.42 -0.16 -1.10
H -1.54 0.65 1.97
H -3.84 -0.27 2.14
*
```

Löwdin atomic charge list, values in e, 2 entries:
1. C -0.062
2. C -0.217

(7)
Formula: C16H20N3O5
Source: the OMol25 dataset
Level of theory: wB97M-V/def2-TZVPD

Output
Orbital gap, eV: 8.2
SMILES: C[N+]1(C)C[C@@]2([N+](=O)[O-])CC=C(Oc3ccccc3)[C@]([N+](=O)[O-])(C2)C1
LUMO energy, eV: -3.66
E_HOMO, eV: -11.84

ORCA input file:
```
! wB97M-V def2-TZVPD RIJCOSX def2/J DEFGRID3
* xyz 1 1
C -4.43 -0.10 -0.67
N -3.26 0.37 0.16
C -3.88 0.86 1.42
C -2.50 1.57 -0.27
C -1.68 1.49 -1.60
N -2.33 2.44 -2.56
O -3.49 2.27 -2.86
O -1.75 3.39 -3.10
C -0.20 1.88 -1.26
C 0.42 0.77 -0.44
C -0.04 -0.57 -0.37
O 0.77 -1.57 -0.01
C 2.13 -1.42 -0.20
C 2.97 -1.28 0.92
C 4.41 -1.19 0.77
C 4.89 -1.06 -0.48
C 4.04 -1.07 -1.57
C 2.70 -1.27 -1.47
C -1.43 -0.93 -0.89
N -1.70 -2.33 -1.48
O -0.72 -2.88 -2.03
O -2.82 -2.77 -1.40
C -1.72 0.11 -2.08
C -2.28 -0.66 0.30
H -5.37 0.19 -0.20
H -4.45 0.34 -1.68
H -4.41 -1.19 -0.77
H -3.44 1.80 1.80
H -3.87 0.07 2.16
H -5.00 0.97 1.36
H -3.27 2.30 -0.38
H -1.72 1.77 0.40
H -0.16 2.94 -0.84
H 0.30 2.00 -2.23
H 1.31 1.02 -0.01
H 2.56 -1.40 1.87
H 5.08 -1.31 1.59
H 5.97 -1.16 -0.54
H 4.63 -1.15 -2.51
H 2.17 -1.39 -2.38
H -0.99 -0.14 -2.84
H -2.72 -0.03 -2.65
H -2.78 -1.57 0.67
H -1.67 -0.35 1.13
*
```

Löwdin atomic charge list, values in e, 2 entries:
1. C 0.055
2. N -0.259

(8)
Formula: C16H20NO4PS
Source: the OMol25 dataset
Level of theory: wB97M-V/def2-TZVPD

Output
Orbital gap, eV: 9.7
SMILES: CCOP(=O)(OCC)[C@@H](NC(=O)c1cccs1)c1ccccc1
LUMO energy, eV: 0.49
E_HOMO, eV: -9.20

ORCA input file:
```
! wB97M-V def2-TZVPD RIJCOSX def2/J DEFGRID3
* xyz 0 1
C -1.61 -3.38 -1.47
C -0.22 -2.87 -1.14
O -0.22 -1.48 -0.86
P -0.72 -1.00 0.59
O -0.54 -2.00 1.65
O -2.25 -0.59 0.34
C -3.19 -0.66 1.41
C -4.49 -1.27 0.90
C 0.20 0.60 0.78
N 1.55 0.39 0.33
C 2.62 0.65 1.12
O 2.53 1.15 2.22
C 3.93 0.28 0.54
C 5.14 0.47 1.15
C 6.22 0.02 0.36
C 5.82 -0.51 -0.82
S 4.12 -0.47 -1.01
C -0.50 1.71 0.05
C -0.95 2.83 0.75
C -1.61 3.84 0.08
C -1.82 3.75 -1.29
C -1.37 2.64 -1.98
C -0.71 1.62 -1.32
H -2.04 -2.79 -2.29
H -2.25 -3.28 -0.60
H -1.57 -4.42 -1.76
H 0.17 -3.41 -0.26
H 0.46 -3.00 -1.98
H -3.36 0.36 1.77
H -2.77 -1.26 2.22
H -4.32 -2.30 0.59
H -4.86 -0.70 0.05
H -5.23 -1.25 1.69
H 0.26 0.82 1.85
H 1.67 -0.05 -0.57
H 5.23 0.93 2.12
H 7.25 0.09 0.67
H 6.43 -0.92 -1.60
H -0.79 2.90 1.81
H -1.97 4.70 0.62
H -2.34 4.54 -1.81
H -1.53 2.57 -3.05
H -0.37 0.75 -1.85
*
```

Löwdin atomic charge list, values in e, 2 entries:
1. C -0.064
2. C -0.267